1.
The following is a quantum chemistry calculation of C43H46FeO2PS4Sb2 as an isolated structure, from OMol25.

Positions of all 99 atoms, in Å:
1 Fe 2.01 -1.59 0.91
2 C 0.00 0.68 -1.76
3 C -0.89 -0.56 -1.96
4 C -0.55 -1.62 -0.90
5 Sb -2.12 -2.72 0.14
6 C -3.90 -2.38 -1.08
7 C -4.73 -3.50 -1.19
8 C -5.97 -3.43 -1.83
9 C -6.40 -2.23 -2.37
10 C -5.59 -1.11 -2.28
11 C -4.35 -1.19 -1.65
12 C -2.56 -1.13 1.52
13 C -1.59 -0.80 2.48
14 C -1.85 0.12 3.48
15 C -3.08 0.78 3.51
16 C -4.04 0.49 2.56
17 C -3.79 -0.48 1.59
18 Sb -0.80 1.82 -0.11
19 C -2.30 2.70 -1.44
20 C -3.65 2.44 -1.16
21 C -4.66 2.92 -1.98
22 C -4.34 3.69 -3.09
23 C -3.01 3.98 -3.37
24 C -2.00 3.48 -2.55
25 C 0.57 3.47 -0.32
26 C 1.64 3.47 -1.22
27 C 2.50 4.55 -1.29
28 C 2.32 5.65 -0.46
29 C 1.27 5.66 0.46
30 C 0.41 4.57 0.53
31 H 0.00 1.33 -2.64
32 H 1.02 0.38 -1.53
33 H -0.74 -0.98 -2.95
34 H -1.93 -0.25 -1.91
35 H -0.02 -1.14 -0.07
36 H 0.15 -2.35 -1.30
37 H -4.41 -4.44 -0.77
38 H -6.60 -4.31 -1.89
39 H -7.37 -2.16 -2.84
40 H -5.91 -0.16 -2.70
41 H -3.76 -0.29 -1.57
42 H -0.62 -1.29 2.47
43 H -1.10 0.32 4.23
44 H -3.29 1.50 4.29
45 H -4.99 1.01 2.57
46 H -4.58 -0.73 0.88
47 H -3.91 1.84 -0.29
48 H -5.70 2.70 -1.76
49 H -5.13 4.08 -3.74
50 H -2.76 4.58 -4.24
51 H -0.97 3.71 -2.78
52 H 1.82 2.61 -1.85
53 H 3.33 4.53 -1.99
54 H 3.00 6.50 -0.52
55 H 1.13 6.51 1.12
56 H -0.40 4.58 1.25
57 O 1.12 -1.61 8.16
58 C 1.20 -1.86 6.97
59 S 2.46 -1.24 5.91
60 C 1.98 -2.05 4.41
61 C 0.88 -2.84 4.48
62 S 0.17 -3.84 3.26
63 S 0.09 -2.89 6.08
64 S 3.04 -1.72 3.06
65 C 1.23 2.20 3.32
66 C 1.97 1.42 2.28
67 C 3.46 1.56 2.23
68 O 1.36 0.72 1.50
69 H 1.64 3.21 3.41
70 H 1.37 1.70 4.28
71 H 0.16 2.24 3.09
72 H 3.69 2.48 1.68
73 H 3.90 0.71 1.72
74 H 3.86 1.65 3.24
75 C 1.01 -5.45 0.30
76 P 2.02 -3.91 0.15
77 C 2.47 -4.10 -1.63
78 C 3.57 -4.53 0.89
79 H 1.58 -6.30 -0.07
80 H 0.09 -5.35 -0.28
81 H 0.74 -5.60 1.34
82 H 2.75 -5.14 -1.84
83 H 3.31 -3.45 -1.84
84 H 1.64 -3.82 -2.28
85 H 3.90 -5.44 0.37
86 H 3.39 -4.75 1.95
87 H 4.33 -3.75 0.83
88 C 3.17 -0.99 -0.44
89 C 3.70 -0.27 -1.53
90 C 3.67 -0.73 -2.89
91 C 4.19 0.00 -3.95
92 C 4.79 1.25 -3.75
93 C 4.83 1.75 -2.44
94 C 4.31 1.03 -1.38
95 H 3.19 -1.68 -3.09
96 H 4.13 -0.41 -4.95
97 H 5.20 1.81 -4.58
98 H 5.29 2.72 -2.26
99 H 4.34 1.45 -0.38

For the frontier orbital gap (spin up / spin down), the calculation gives 4.278 / 4.731 eV. As for the multiplicity: 6. The HOMO energy (spin up / spin down) is -0.44 / -0.89 eV. The energy above the lowest of the compared OMol25 structures with the same formula, charge and spin comes out at 0.0 kcal per mole. Its total charge is -2.

2.
The following is a quantum chemistry calculation of C43H46MgNO8Te as an isolated structure at a distorted geometry, from OMol25.

Positions of all 100 atoms, in Å:
1 Mg 2.02 0.04 0.80
2 O 2.86 -1.08 4.66
3 C 2.91 -0.84 3.45
4 O 2.23 0.02 2.80
5 C 3.97 -1.63 2.62
6 C 4.78 -0.64 1.77
7 C 6.06 -1.31 1.25
8 C 5.50 -2.26 0.16
9 C 4.00 -1.96 0.25
10 O 3.99 -0.55 0.56
11 C 3.42 -2.61 1.52
12 C 1.88 -2.73 1.43
13 O 1.37 -3.80 1.78
14 O 1.25 -1.71 0.97
15 H 4.59 -2.16 3.34
16 H 4.90 0.34 2.20
17 H 6.59 -1.85 2.05
18 H 6.74 -0.57 0.83
19 H 5.72 -3.31 0.35
20 H 5.89 -2.00 -0.83
21 H 3.43 -2.13 -0.66
22 H 3.80 -3.61 1.67
23 C 2.74 -2.00 -7.29
24 C 2.47 -1.30 -5.98
25 C 2.96 -0.03 -5.73
26 C 2.74 0.62 -4.52
27 C 3.28 2.01 -4.31
28 C 2.02 -0.04 -3.51
29 C 1.52 -1.33 -3.74
30 C 0.75 -2.10 -2.69
31 C 1.75 -1.94 -4.98
32 C 1.73 0.66 -2.18
33 O 1.25 1.80 -2.24
34 O 2.01 -0.03 -1.16
35 H 3.08 -1.29 -8.05
36 H 1.85 -2.50 -7.67
37 H 3.52 -2.75 -7.17
38 H 3.53 0.49 -6.50
39 H 3.92 2.30 -5.14
40 H 3.85 2.06 -3.38
41 H 2.46 2.72 -4.20
42 H 0.17 -1.44 -2.05
43 H 1.44 -2.64 -2.04
44 H 0.09 -2.82 -3.16
45 H 1.35 -2.93 -5.15
46 C -7.22 -0.04 5.07
47 C -5.89 0.09 4.38
48 C -5.74 0.86 3.24
49 C -4.51 0.97 2.59
50 C -4.43 1.86 1.38
51 C -3.37 0.29 3.06
52 Te -1.17 0.56 2.15
53 N 0.40 1.26 1.03
54 C 1.21 2.29 0.94
55 O 2.45 2.12 0.74
56 C 0.68 3.70 0.92
57 C 1.13 4.55 -0.09
58 C 0.63 5.84 -0.20
59 C -0.31 6.30 0.72
60 C -0.75 5.47 1.73
61 C -0.26 4.17 1.83
62 C -1.93 -0.27 0.34
63 C -2.08 0.53 -0.80
64 C -1.87 2.02 -0.84
65 C -2.44 -0.09 -2.00
66 C -2.65 -1.45 -2.09
67 C -3.02 -2.10 -3.40
68 C -2.54 -2.21 -0.93
69 C -2.19 -1.65 0.29
70 C -2.10 -2.53 1.50
71 C -3.53 -0.47 4.24
72 C -2.38 -1.23 4.87
73 C -4.77 -0.57 4.87
74 H -7.97 0.61 4.60
75 H -7.15 0.25 6.13
76 H -7.59 -1.07 5.04
77 H -6.60 1.40 2.84
78 H -5.35 2.43 1.25
79 H -4.25 1.27 0.47
80 H -3.60 2.56 1.48
81 H 1.85 4.16 -0.80
82 H 0.97 6.48 -1.00
83 H -0.69 7.31 0.64
84 H -1.49 5.82 2.44
85 H -0.62 3.51 2.61
86 H -1.92 2.47 0.14
87 H -2.60 2.49 -1.50
88 H -0.87 2.21 -1.24
89 H -2.54 0.53 -2.89
90 H -3.00 -1.38 -4.21
91 H -4.01 -2.55 -3.35
92 H -2.31 -2.90 -3.64
93 H -2.70 -3.29 -0.98
94 H -2.62 -3.47 1.33
95 H -2.53 -2.03 2.37
96 H -1.05 -2.76 1.71
97 H -1.44 -1.05 4.36
98 H -2.57 -2.31 4.85
99 H -2.26 -0.94 5.92
100 H -4.86 -1.17 5.77

For the frontier orbital gap (spin up / spin down), the calculation gives 6.265 / 6.643 eV. As for the multiplicity: 2. The HOMO energy (spin up / spin down) is -2.17 / -2.64 eV. The energy above the lowest of the compared OMol25 structures with the same formula, charge and spin comes out at 4.2 kcal per mole. Its total charge is -2.

3.
The following is a quantum chemistry calculation of a 6-piece molecular cluster, C43H47BClN2O3S overall at a distorted geometry, from OMol25.

Positions of all 98 atoms, in Å:
1 C 0.50 -2.78 3.92
2 C -0.31 -1.70 4.18
3 C -0.79 -0.65 3.17
4 B 0.26 0.59 2.81
5 C 1.32 0.78 4.03
6 C 2.18 2.10 4.01
7 C 3.70 1.83 3.86
8 C 4.05 0.86 2.72
9 S 3.98 1.64 1.09
10 O 3.94 0.64 0.01
11 O 2.95 2.63 0.94
12 Cl 5.81 2.64 0.85
13 O 0.98 0.44 1.46
14 C 1.39 -0.75 1.20
15 N 1.60 -1.83 0.83
16 C -0.65 1.95 2.68
17 C -1.13 2.63 3.83
18 C -1.88 3.80 3.65
19 N -2.21 4.37 2.49
20 C -1.73 3.72 1.43
21 C -0.97 2.54 1.43
22 H 1.49 -2.59 3.51
23 H 0.20 -3.81 4.12
24 H -0.66 -1.58 5.22
25 H -1.19 -1.15 2.28
26 H -1.65 -0.17 3.65
27 H 0.72 0.82 4.96
28 H 2.01 -0.06 4.17
29 H 1.91 2.81 3.22
30 H 2.04 2.59 4.98
31 H 4.15 2.80 3.57
32 H 4.18 1.57 4.81
33 H 5.09 0.54 2.85
34 H 3.45 -0.06 2.69
35 H -0.91 2.27 4.83
36 H -2.24 4.31 4.55
37 H -1.95 4.16 0.45
38 H -0.61 2.09 0.52
39 C -3.29 -2.92 -1.96
40 C -2.00 -2.86 -1.44
41 C -1.78 -3.06 -0.09
42 C -2.86 -3.32 0.76
43 C -4.14 -3.37 0.25
44 C -4.36 -3.17 -1.11
45 H -3.46 -2.77 -3.01
46 H -1.17 -2.67 -2.10
47 H -0.78 -3.01 0.31
48 H -2.68 -3.47 1.82
49 H -4.98 -3.58 0.91
50 H -5.37 -3.21 -1.51
51 C 7.22 -4.16 0.07
52 C 8.28 -3.29 -0.12
53 C 8.05 -1.92 -0.11
54 C 6.77 -1.41 0.09
55 C 5.71 -2.29 0.27
56 C 5.94 -3.66 0.26
57 H 7.39 -5.23 0.06
58 H 9.28 -3.68 -0.26
59 H 8.89 -1.25 -0.26
60 H 6.59 -0.35 0.09
61 H 4.71 -1.90 0.42
62 H 5.11 -4.34 0.40
63 C -5.31 -2.37 -5.28
64 C -4.35 -3.24 -5.78
65 C -3.84 -3.06 -7.06
66 C -4.29 -2.00 -7.84
67 C -5.24 -1.12 -7.34
68 C -5.75 -1.31 -6.06
69 H -5.70 -2.51 -4.28
70 H -4.00 -4.07 -5.17
71 H -3.10 -3.74 -7.45
72 H -3.89 -1.85 -8.83
73 H -5.59 -0.29 -7.94
74 H -6.50 -0.63 -5.67
75 C 7.39 7.77 2.74
76 C 6.54 6.70 2.49
77 C 6.97 5.65 1.68
78 C 8.24 5.68 1.13
79 C 9.09 6.75 1.38
80 C 8.66 7.79 2.19
81 H 7.06 8.58 3.37
82 H 5.55 6.67 2.92
83 H 6.31 4.81 1.47
84 H 8.58 4.86 0.50
85 H 10.09 6.76 0.96
86 H 9.32 8.63 2.38
87 C -11.49 -2.09 -4.59
88 C -11.28 -1.65 -3.29
89 C -9.98 -1.53 -2.80
90 C -8.90 -1.83 -3.61
91 C -9.11 -2.27 -4.91
92 C -10.40 -2.40 -5.40
93 H -12.50 -2.19 -4.97
94 H -12.12 -1.40 -2.66
95 H -9.82 -1.19 -1.78
96 H -7.89 -1.73 -3.23
97 H -8.27 -2.51 -5.55
98 H -10.57 -2.75 -6.41

For the frontier orbital gap, the calculation gives 6.711 eV. As for the multiplicity: 1. The HOMO energy is -4.65 eV. Its total charge is -1.

4.
The following is a quantum chemistry calculation of C43H47BaClN6O4S as an isolated structure at a distorted geometry, from OMol25.

Positions of all 103 atoms, in Å:
1 Ba 0.12 -0.14 0.27
2 C -4.46 -1.45 -0.29
3 C -3.15 -0.85 0.16
4 N -2.06 -1.00 -0.46
5 N -1.93 -1.85 -1.54
6 C -0.77 -1.64 -2.14
7 O 0.01 -0.65 -1.98
8 C -0.35 -2.74 -3.07
9 C -1.23 -3.70 -3.55
10 C -0.77 -4.75 -4.34
11 C 0.58 -4.85 -4.65
12 C 1.47 -3.89 -4.18
13 C 1.00 -2.84 -3.40
14 C -3.10 -0.04 1.47
15 C -4.34 0.80 1.66
16 C -4.26 2.03 2.21
17 C -3.00 2.61 2.52
18 C -1.88 1.92 2.11
19 N -1.85 0.73 1.53
20 H -4.25 -2.20 -1.05
21 H -5.09 -0.67 -0.72
22 H -5.00 -1.90 0.54
23 H -2.28 -3.62 -3.28
24 H -1.47 -5.49 -4.71
25 H 0.94 -5.68 -5.25
26 H 2.52 -3.97 -4.42
27 H 1.68 -2.08 -3.03
28 H -5.30 0.36 1.41
29 H -5.17 2.60 2.39
30 H -2.92 3.59 2.97
31 H -0.90 2.39 2.23
32 C 2.44 1.57 -3.69
33 C 2.40 2.99 -3.11
34 C 3.43 3.89 -3.80
35 C 0.98 3.51 -3.21
36 C 0.54 4.15 -4.36
37 C -0.79 4.50 -4.52
38 C -1.71 4.15 -3.54
39 C -1.32 3.49 -2.38
40 C -2.35 3.04 -1.37
41 C -3.32 4.15 -0.95
42 C -3.12 1.84 -1.95
43 C 0.05 3.20 -2.19
44 N 0.47 2.57 -1.01
45 C 1.15 3.27 -0.18
46 C 1.72 2.83 1.04
47 C 2.38 3.65 1.97
48 C 2.72 2.82 3.04
49 C 2.25 1.53 2.71
50 N 1.65 1.53 1.51
51 C 2.28 0.30 3.59
52 C 3.18 0.52 4.80
53 C 2.82 -0.91 2.81
54 C 0.85 0.02 4.08
55 H 3.46 1.16 -3.64
56 H 2.12 1.58 -4.73
57 H 1.77 0.92 -3.12
58 H 2.68 2.93 -2.06
59 H 3.34 3.85 -4.89
60 H 4.44 3.57 -3.54
61 H 3.31 4.93 -3.49
62 H 1.24 4.39 -5.15
63 H -1.12 5.02 -5.41
64 H -2.76 4.40 -3.68
65 H -1.83 2.70 -0.48
66 H -4.01 4.40 -1.76
67 H -2.77 5.05 -0.66
68 H -3.90 3.81 -0.09
69 H -3.61 2.12 -2.89
70 H -3.88 1.51 -1.24
71 H -2.44 1.01 -2.14
72 H 1.31 4.34 -0.38
73 H 2.57 4.71 1.87
74 H 3.23 3.12 3.94
75 H 4.21 0.76 4.50
76 H 3.20 -0.39 5.40
77 H 2.81 1.34 5.43
78 H 3.88 -0.77 2.57
79 H 2.27 -1.05 1.88
80 H 2.70 -1.81 3.41
81 H 0.50 0.85 4.70
82 H 0.81 -0.90 4.66
83 H 0.16 -0.07 3.24
84 Cl -3.15 -0.54 4.22
85 C -3.03 -1.17 2.55
86 H -3.85 -1.88 2.44
87 H -2.08 -1.69 2.48
88 O -1.02 -4.90 4.02
89 S 0.12 -4.03 3.84
90 O 0.67 -3.45 5.04
91 N -0.14 -2.93 2.69
92 C 0.64 -3.11 1.63
93 O 0.70 -2.38 0.62
94 C 1.54 -4.31 1.75
95 C 2.43 -4.79 0.80
96 C 3.19 -5.91 1.13
97 C 3.06 -6.52 2.37
98 C 2.16 -6.04 3.31
99 C 1.41 -4.93 2.97
100 H 2.51 -4.30 -0.16
101 H 3.89 -6.31 0.41
102 H 3.67 -7.38 2.61
103 H 2.05 -6.51 4.28

For the frontier orbital gap, the calculation gives 5.007 eV. As for the multiplicity: 1. The HOMO energy is -1.07 eV. The energy above the lowest of the compared OMol25 structures with the same formula, charge and spin comes out at 32.8 kcal per mole. Its total charge is -2.

5.
The following is a quantum chemistry calculation of C43H47IrN5O4 as an isolated structure at a distorted geometry, from OMol25.

Positions of all 100 atoms, in Å:
1 Ir -0.30 0.14 -0.03
2 O -3.21 -2.33 1.95
3 C -2.54 -1.67 1.21
4 O -1.33 -1.32 1.31
5 C -3.21 -1.15 -0.10
6 C -4.48 -1.60 -0.47
7 C -5.01 -1.15 -1.66
8 C -4.27 -0.26 -2.46
9 C -4.72 0.23 -3.71
10 C -3.95 1.09 -4.44
11 C -2.70 1.51 -3.95
12 C -2.23 1.07 -2.75
13 C -2.99 0.17 -1.99
14 N -2.50 -0.31 -0.82
15 H -5.00 -2.28 0.18
16 H -5.98 -1.48 -1.98
17 H -5.69 -0.08 -4.07
18 H -4.30 1.45 -5.40
19 H -2.11 2.19 -4.55
20 H -1.29 1.42 -2.34
21 C 0.78 0.94 -4.46
22 C 2.05 0.16 -4.74
23 C 3.23 1.11 -5.01
24 C 2.39 -0.96 -3.77
25 C 3.23 -1.92 -4.33
26 C 3.54 -3.09 -3.68
27 C 2.88 -3.37 -2.50
28 C 2.03 -2.46 -1.89
29 C 1.26 -3.00 -0.70
30 C 1.55 -2.31 0.62
31 C -0.23 -3.01 -1.03
32 C 1.88 -1.18 -2.47
33 N 1.40 -0.08 -1.70
34 C 2.14 0.96 -1.73
35 C 0.72 3.01 -0.72
36 C 0.98 4.34 -0.03
37 C 0.21 4.40 1.06
38 C -0.53 3.15 1.16
39 N -0.21 2.35 0.19
40 C -1.59 2.93 2.18
41 C -2.86 3.58 1.60
42 C -1.85 1.45 2.41
43 C -1.25 3.60 3.52
44 H 0.47 1.45 -5.37
45 H 0.94 1.70 -3.70
46 H -0.02 0.28 -4.14
47 H 1.87 -0.37 -5.69
48 H 3.36 1.81 -4.19
49 H 3.03 1.67 -5.92
50 H 4.15 0.56 -5.14
51 H 3.64 -1.73 -5.31
52 H 4.22 -3.80 -4.11
53 H 3.04 -4.33 -2.03
54 H 1.57 -4.05 -0.59
55 H 1.08 -1.31 0.63
56 H 2.62 -2.19 0.79
57 H 1.11 -2.87 1.44
58 H -0.58 -1.98 -1.19
59 H -0.79 -3.46 -0.22
60 H -0.42 -3.57 -1.94
61 H 3.09 0.89 -2.26
62 H 1.62 5.09 -0.44
63 H 0.14 5.21 1.76
64 H -3.15 3.10 0.66
65 H -2.71 4.64 1.41
66 H -3.67 3.47 2.31
67 H -2.10 0.98 1.45
68 H -2.70 1.30 3.08
69 H -0.98 0.96 2.84
70 H -1.32 4.68 3.45
71 H -0.24 3.33 3.84
72 H -1.95 3.27 4.28
73 O 5.22 4.34 -2.61
74 C 4.04 4.81 -3.20
75 C 2.82 4.13 -2.61
76 C 1.60 4.52 -3.18
77 C 0.34 3.96 -2.90
78 N -0.03 3.22 -1.91
79 C 2.08 2.26 -0.96
80 C 3.04 3.16 -1.67
81 C 2.63 1.76 0.39
82 C 3.93 1.97 0.80
83 C 4.38 1.41 1.99
84 C 5.83 1.56 2.35
85 O 6.57 1.63 1.16
86 C 3.46 0.71 2.77
87 C 2.18 0.53 2.28
88 N 1.79 1.00 1.10
89 H 5.97 4.80 -3.00
90 H 4.04 4.61 -4.29
91 H 3.93 5.89 -3.06
92 H 1.65 5.23 -3.99
93 H -0.45 4.13 -3.63
94 H 4.09 2.96 -1.51
95 H 4.65 2.54 0.24
96 H 6.14 0.72 2.98
97 H 5.95 2.49 2.94
98 H 7.51 1.66 1.37
99 H 3.75 0.28 3.72
100 H 1.45 -0.04 2.83

For the frontier orbital gap (spin up / spin down), the calculation gives 5.998 / 5.991 eV. As for the multiplicity: 2. The HOMO energy (spin up / spin down) is -13.75 / -13.75 eV. Its total charge is +2.

| no. | electronic energy (a.u.) |
| --- | --- |
| 1 | -5494.83410 |
| 2 | -2791.21084 |
| 3 | -2885.18138 |
| 4 | -3180.28436 |
| 5 | -2345.15637 |